Entry 1:
# C4H7NO2

A single C4H7NO2 molecule (ωB97M-V/def2-TZVPD, the Open Molecules 2025 dataset).

Its energy above the lowest of the compared OMol25 structures with the same formula, charge and spin is 1.157 eV. For the molar mass, the calculation gives 101.105 g/mol. The SMILES is [H]/N=C1/CO[C@H](C)O1. The gap between HOMO and LUMO comes out at 11.115 eV.

Each line ends with the Mulliken charge.
Geometry (Å):
1 H -0.6493 -1.8759 2.3678  0.278
2 N -0.6842 -0.8582 2.4167  -0.666
3 C -0.2008 -0.3467 1.3718  0.459
4 C -0.0984 1.1288 1.0825  -0.145
5 O 0.5920 1.2097 -0.1460  -0.383
6 C 0.7190 -0.0809 -0.6966  0.371
7 C -0.1299 -0.2494 -1.9377  -1.159
8 O 0.3122 -1.0130 0.3060  -0.394
9 H -1.0975 1.5754 1.0119  0.215
10 H 0.4685 1.6413 1.8656  0.242
11 H 1.7805 -0.2609 -0.9096  0.241
12 H -0.0111 -1.2611 -2.3349  0.335
13 H 0.1848 0.4727 -2.6966  0.334
14 H -1.1860 -0.0819 -1.7008  0.273


Entry 2:
# C4H7NO2

A single C4H7NO2 molecule (ωB97M-V/def2-TZVPD, the Open Molecules 2025 dataset).

Its energy above the lowest of the compared OMol25 structures with the same formula, charge and spin is 1.686 eV. For the molar mass, the calculation gives 101.105 g/mol. The SMILES is [H]/N=C(\C)OCC=O. The gap between HOMO and LUMO comes out at 10.378 eV.

Each line ends with the Mulliken charge.
Geometry (Å):
1 H -0.6578 1.9917 0.1938  0.192
2 N -0.1401 1.1881 0.5272  -0.697
3 C -0.6969 0.0773 0.2704  0.857
4 C -2.0440 -0.1686 -0.3450  -1.078
5 O 0.0293 -1.0505 0.4414  -0.381
6 C 1.4212 -0.7591 0.6093  -0.304
7 C 1.7928 0.2780 -0.4502  0.118
8 O 2.6750 1.0881 -0.3880  -0.509
9 H -2.8289 -0.1616 0.4179  0.284
10 H -2.2544 0.6392 -1.0559  0.339
11 H -2.0657 -1.1278 -0.8704  0.293
12 H 1.6583 -0.4207 1.6225  0.269
13 H 1.9409 -1.6959 0.3898  0.301
14 H 1.1703 0.1220 -1.3627  0.316


Entry 3:
# C4H7NO2

A single C4H7NO2 molecule at a distorted geometry (ωB97M-V/def2-TZVPD, the Open Molecules 2025 dataset).

Its energy above the lowest of the compared OMol25 structures with the same formula, charge and spin is 2.174 eV. For the molar mass, the calculation gives 101.105 g/mol. The SMILES is COC(=O)N1CC1. The gap between HOMO and LUMO comes out at 10.978 eV.

Each line ends with the Mulliken charge.
Geometry (Å):
1 C 2.1934 -0.8183 0.0225  -0.627
2 O 0.7530 -0.6705 -0.0312  -0.311
3 C 0.2932 0.6119 0.0041  0.714
4 O 0.9917 1.5847 -0.0242  -0.528
5 N -1.1360 0.6578 -0.0025  -0.409
6 C -1.7706 -0.4092 0.7353  -0.214
7 C -1.7294 -0.5164 -0.7290  -0.295
8 H 2.3130 -1.8928 -0.0322  0.246
9 H 2.7234 -0.2370 -0.8070  0.268
10 H 2.5289 -0.5320 1.0522  0.278
11 H -2.7161 -0.0781 1.1410  0.224
12 H -1.1432 -1.0283 1.3817  0.200
13 H -1.0223 -1.1827 -1.1696  0.239
14 H -2.6092 -0.1749 -1.3022  0.213


Entry 4:
# C4H7NO2

A single C4H7NO2 molecule at a distorted geometry (ωB97M-V/def2-TZVPD, the Open Molecules 2025 dataset).

Its energy above the lowest of the compared OMol25 structures with the same formula, charge and spin is 3.230 eV. For the molar mass, the calculation gives 101.105 g/mol. The SMILES is CO/C(C=O)=C\N. The gap between HOMO and LUMO comes out at 8.931 eV.

Each line ends with the Mulliken charge.
Geometry (Å):
1 C 1.4765 -1.5305 0.5326  -0.741
2 O 1.0667 -0.7431 -0.7034  -0.389
3 C -0.1644 -0.0286 -0.4048  0.185
4 C -1.4264 -0.7264 -0.1594  0.056
5 O -2.4094 -0.0949 0.2019  -0.544
6 C -0.1438 1.3080 0.0728  -0.102
7 N 1.0246 1.9434 0.1439  -0.401
8 H 2.4980 -1.9789 0.4064  0.255
9 H 1.4781 -0.9051 1.3838  0.335
10 H 0.8821 -2.4354 0.6541  0.289
11 H -1.5089 -1.9702 -0.0745  0.190
12 H -1.0819 1.6220 0.5992  0.384
13 H 1.7634 1.7583 -0.6348  0.276
14 H 1.0874 2.8740 0.4231  0.207


What did the fourth record say?
# C4H7NO2

A single C4H7NO2 molecule at a distorted geometry (ωB97M-V/def2-TZVPD, the Open Molecules 2025 dataset).

Its energy above the lowest of the compared OMol25 structures with the same formula, charge and spin is 3.230 eV. For the molar mass, the calculation gives 101.105 g/mol. The SMILES is CO/C(C=O)=C\N. The gap between HOMO and LUMO comes out at 8.931 eV.

Each line ends with the Mulliken charge.
Geometry (Å):
1 C 1.4765 -1.5305 0.5326  -0.741
2 O 1.0667 -0.7431 -0.7034  -0.389
3 C -0.1644 -0.0286 -0.4048  0.185
4 C -1.4264 -0.7264 -0.1594  0.056
5 O -2.4094 -0.0949 0.2019  -0.544
6 C -0.1438 1.3080 0.0728  -0.102
7 N 1.0246 1.9434 0.1439  -0.401
8 H 2.4980 -1.9789 0.4064  0.255
9 H 1.4781 -0.9051 1.3838  0.335
10 H 0.8821 -2.4354 0.6541  0.289
11 H -1.5089 -1.9702 -0.0745  0.190
12 H -1.0819 1.6220 0.5992  0.384
13 H 1.7634 1.7583 -0.6348  0.276
14 H 1.0874 2.8740 0.4231  0.207


Q: Look up the gap between HOMO and LUMO of the fourth one.
A: 8.931 eV